The following is a DFT calculation (ωB97M-V/def2-TZVPD) of a cluster of 2 separate species, C11H17ClN2O3 in total.

Geometry as XYZ:
```
34
Properties=species:S:1:pos:R:3:forces:R:3
C -0.6556 0.2333 2.6295 0.809 -0.318 0.273
C -1.3714 -0.1299 1.1895 1.581 0.421 0.121
C -2.3997 1.0164 0.6277 -0.574 -1.516 -0.272
Cl -1.6714 2.7212 0.5611 -0.472 -1.620 0.026
C -3.8268 1.1272 1.4253 -0.646 1.019 0.711
C -3.7296 2.0077 2.8382 2.763 5.916 5.433
N -3.4571 2.8519 3.7937 -2.711 -7.931 -8.722
C -4.5873 -0.2987 1.6995 -0.971 0.398 0.807
C -4.0995 -1.0850 3.0645 5.241 -6.346 4.122
N -3.4853 -1.9046 3.8931 -6.011 7.927 -7.683
H 0.0056 1.2214 2.5761 -1.707 -2.058 -0.040
H 0.1195 -0.6319 2.9040 -1.795 1.763 -0.726
H -1.3950 0.3019 3.5341 1.271 -0.040 -1.891
H -0.4800 -0.2050 0.3994 -2.024 0.248 1.587
H -1.8277 -1.2179 1.2433 0.459 2.431 -0.136
H -2.6515 0.7199 -0.5003 0.390 0.791 2.525
H -4.5539 1.7629 0.7239 1.596 -1.336 1.676
H -4.5260 -0.9534 0.7261 0.203 0.938 2.244
H -5.7442 -0.0361 1.8346 2.629 -0.681 -0.078
C 4.4204 -2.4948 -1.7248 0.243 0.264 -0.024
C 2.9723 -2.3012 -2.1411 0.378 -0.604 -0.117
O 2.5047 -0.9943 -1.7857 -0.019 0.923 -0.576
C 2.9285 0.0180 -2.5822 0.558 -0.134 -0.337
O 3.6565 -0.0909 -3.5583 -1.168 0.171 1.397
O 2.4292 1.1792 -2.0914 0.202 -1.035 -0.302
C 2.8864 2.3404 -2.7805 0.138 0.528 -0.253
H 4.5476 -2.2761 -0.6600 -0.117 -0.157 -0.080
H 4.7454 -3.5203 -1.9196 -0.089 0.086 0.041
H 5.0853 -1.8166 -2.2685 -0.166 -0.150 -0.035
H 2.3440 -3.0194 -1.6036 -0.073 0.407 0.006
H 2.8292 -2.4859 -3.2120 0.086 0.238 0.151
H 2.7032 2.2628 -3.8570 0.160 -0.095 0.215
H 3.9512 2.4952 -2.5802 -0.142 -0.077 -0.188
H 2.3331 3.2025 -2.3982 -0.020 -0.370 0.123
```
Forces are in eV/Å.

## Properties
- ΔE to the lowest compared entry with this formula, charge and spin: 123.8 kcal per mole
- HOMO energy: -11.04 eV

---

The following is a DFT calculation (ωB97M-V/def2-TZVPD) of a cluster of 2 separate species, C11H17ClSi in total.

Geometry as XYZ:
```
30
Properties=species:S:1:pos:R:3:forces:R:3
C -2.8108 -2.4503 2.8135 -0.116 0.993 1.734
C -1.4691 -3.0631 2.8935 -0.368 -1.272 -3.918
C -1.9855 -2.1689 5.1145 1.494 1.764 -0.850
C -2.9678 -1.8143 3.9991 -1.911 0.120 -0.390
C -0.9232 -2.8403 4.2409 1.395 -0.180 0.651
C 0.5677 0.1392 -0.4793 0.121 0.341 -0.821
C -0.3440 0.7685 -0.0007 -0.987 -0.098 2.321
C -0.3940 -2.0257 3.0513 1.149 -1.669 0.470
C 1.3281 2.4680 -2.1716 1.945 -0.159 0.043
C 0.6451 -0.1582 -3.4337 -0.349 1.614 0.907
C 3.2520 0.2349 -1.6454 -0.417 0.571 0.891
Si 1.5342 0.6375 -1.9599 -1.399 -1.402 -0.793
Cl 1.1246 -2.6756 2.3018 -0.256 0.784 0.585
H -3.5176 -2.3275 1.9638 1.033 -0.154 0.598
H -1.1547 -3.8738 2.1269 -0.646 1.108 1.902
H -1.6419 -1.2924 5.7590 -0.005 -0.473 -1.500
H -2.1773 -2.8091 5.9404 -1.477 -1.151 0.227
H -3.7149 -1.0191 4.0085 -0.070 -0.325 0.815
H -0.3097 -3.6482 4.6543 -0.002 0.633 -0.082
H -0.4909 -0.9490 3.0203 -0.187 -0.169 -0.274
H -0.9816 1.1920 0.7602 -0.086 0.017 -0.625
H 0.4681 2.4911 -1.5481 -0.664 1.276 0.597
H 2.2815 2.9468 -1.7469 -1.764 -0.162 -0.564
H 1.0812 2.7687 -3.1951 0.281 0.090 0.296
H 1.0396 0.4882 -4.2362 -0.685 -0.611 -0.291
H 0.8473 -1.1787 -3.5699 0.642 -1.379 -0.418
H -0.4642 -0.1179 -3.2766 0.945 0.518 -0.373
H 3.4562 0.5785 -0.6450 0.196 0.233 0.482
H 3.5845 -0.7449 -1.7214 0.544 -1.822 -0.344
H 3.7207 0.8836 -2.3080 1.644 0.965 -1.278
```
Forces are in eV/Å.

## Properties
- ΔE to the lowest compared entry with this formula, charge and spin: 111.4 kcal per mole
- HOMO energy: -8.77 eV

---

The following is a DFT calculation (ωB97M-V/def2-TZVPD) of a cluster of 2 separate species, C11H17F2N3O11S2 in total.

Geometry as XYZ:
```
46
Properties=species:S:1:pos:R:3:forces:R:3
C -4.1402 1.0497 -0.7791 1.059 0.458 0.072
C -3.1634 -0.0995 -0.9264 -1.289 -0.315 0.218
O -2.3305 -0.2759 0.2273 -0.035 0.224 -1.035
C -1.2167 0.5360 0.3078 0.910 -0.038 1.578
C -1.4336 1.9759 0.8428 0.133 -0.100 -0.251
C -0.4099 -0.1599 1.4426 -1.327 0.528 -0.645
S -1.2535 -0.8928 2.8454 0.331 -0.644 0.256
O -0.4328 -0.8452 3.9785 0.720 0.594 0.736
O -1.8343 -2.0788 2.4131 -0.524 -0.972 -0.735
F -2.3478 0.1543 3.0098 -0.385 0.737 -0.014
N 0.8309 -0.1616 1.2285 1.143 -0.951 0.486
C 1.8847 -0.7501 2.0578 0.569 -0.036 0.146
C 2.6463 -1.7572 1.2161 2.662 0.486 -1.965
O 3.5365 -1.4332 0.4512 -2.092 -0.498 1.638
F 2.2775 -2.9801 1.3953 -0.359 -0.382 0.181
C 1.2068 0.5218 -0.0225 -0.492 0.685 -0.867
C 1.7643 1.9152 0.3109 -0.407 0.214 -0.314
O 3.0027 2.0024 -0.3381 0.273 -0.348 -0.247
N 3.5255 3.3604 -0.2449 -0.403 0.463 0.138
O 3.9734 3.6858 -1.2505 0.367 -0.193 0.031
C -0.1316 0.4140 -0.7779 -0.344 -0.027 -0.370
S -0.2256 1.4314 -2.2718 -0.257 1.050 -1.432
C -0.4745 0.3183 -3.6439 -0.087 -0.159 0.743
O -1.3564 2.3071 -2.2181 -1.022 -0.249 0.581
O 1.0129 2.1034 -2.4920 1.133 -0.409 0.350
H -4.9340 0.9754 -1.5061 -0.288 -0.067 -0.109
H -4.5165 1.0737 0.2337 -0.439 -0.202 0.186
H -3.6153 1.9858 -0.9333 -0.061 0.299 -0.203
H -3.7541 -1.0038 -0.9798 0.113 -0.438 0.096
H -2.6049 -0.0487 -1.8517 0.391 0.150 -0.027
H -2.4710 2.1190 1.0962 -0.235 0.021 0.152
H -0.8250 2.1362 1.7298 -0.050 0.102 0.252
H -1.1340 2.7277 0.1292 -0.121 0.141 -0.319
H 2.5993 0.0255 2.2969 0.103 0.339 -0.005
H 1.5234 -1.1766 2.9817 -0.384 -0.098 -0.033
H 1.9410 0.0308 -0.6497 0.462 -0.518 0.635
H 1.8124 2.1056 1.3833 0.209 -0.144 0.233
H 1.0849 2.6498 -0.1084 -0.091 0.263 -0.012
H -0.1944 -0.5989 -1.1731 0.020 -0.276 0.066
H -0.4219 0.9625 -4.5084 0.127 0.243 -0.207
H 0.2907 -0.4445 -3.6725 0.264 -0.108 -0.032
H -1.4583 -0.1258 -3.5900 -0.190 -0.125 0.034
N 2.9445 -5.9367 0.5891 0.134 -0.006 -0.046
O 3.2233 -5.8140 1.8039 -0.088 0.104 -0.078
O 3.8199 -6.2931 -0.2216 -0.150 0.066 0.101
O 1.7794 -5.6911 0.1891 -0.002 0.139 0.038
```
Forces are in eV/Å.

## Properties
- HOMO energy: -6.17 eV

---

The following is a DFT calculation (ωB97M-V/def2-TZVPD) of a cluster of 2 separate species, C11H17FSi in total.

Geometry as XYZ:
```
30
Properties=species:S:1:pos:R:3:forces:R:3
C 4.2199 -0.3742 -0.1427 -0.802 0.578 -0.483
C 3.3263 -1.5141 -0.0947 0.512 2.388 -0.206
C 3.6012 0.8852 -0.0863 -0.003 -0.771 0.405
C 1.9287 -1.3232 -0.0250 1.511 0.756 0.439
C 2.2094 1.0661 0.1881 3.034 2.443 -1.019
C 1.4419 -0.0262 0.1656 -1.784 -1.499 0.306
C 1.7634 2.5336 0.2467 -4.552 -2.810 1.122
C -1.6952 0.0093 -2.1420 0.807 3.741 0.461
C -2.6846 -2.3267 1.0671 1.512 1.111 2.647
C -2.2899 0.9715 -1.1080 -0.397 2.134 2.049
C -2.7208 -0.8368 1.6339 2.046 -1.064 1.852
F -2.1771 1.8014 1.7610 0.185 0.582 0.019
Si -1.7609 0.6035 0.7857 -0.303 -1.319 -1.706
H 5.3511 -0.3160 -0.3393 -1.938 -0.910 0.434
H 3.7425 -2.4814 -0.1616 0.215 -1.035 -0.111
H 4.1830 1.7916 -0.2503 0.057 -0.221 0.212
H 1.3142 -2.1925 -0.0807 -0.523 -0.331 0.078
H 0.9998 2.5069 1.1363 1.857 0.981 -0.937
H 2.3883 3.3753 0.0799 0.940 0.248 0.511
H 0.9855 2.5510 -0.5252 0.182 0.419 -0.410
H -2.2228 -0.8435 -2.2965 -1.232 -2.932 0.307
H -1.8301 0.5172 -3.0810 0.444 0.269 -0.688
H -0.6356 -0.0770 -1.9171 0.082 -0.563 -0.272
H -3.2957 -2.3029 0.2559 -1.648 -0.369 -2.650
H -1.6677 -2.6862 0.7762 -0.783 0.428 0.332
H -3.1384 -3.0224 1.8032 0.449 0.391 -0.360
H -3.4145 1.0045 -1.0209 0.905 -0.343 -0.357
H -2.0301 2.1176 -1.2916 -0.197 -2.417 0.201
H -2.1743 -0.8495 2.6606 -0.527 -0.039 -1.455
H -3.7176 -0.5622 2.0029 -0.051 0.157 -0.721
```
Forces are in eV/Å.

## Properties
- HOMO energy (spin up / spin down): -7.62 / -8.62 eV

---

The following is a DFT calculation (ωB97M-V/def2-TZVPD) of a structure of composition C11H17IN2S2Sn.

Geometry as XYZ:
```
34
Properties=species:S:1:pos:R:3:forces:R:3
C 1.5130 1.4078 -2.4841 -1.723 -1.720 -0.509
C 1.5430 2.3048 -1.3043 -2.146 0.940 1.874
H 2.3655 0.7860 -2.4728 1.424 -0.289 -0.829
H 1.2262 1.8289 -3.4703 0.575 -0.245 0.716
H 0.7504 0.5945 -2.2255 0.338 0.865 -0.822
H 0.7160 1.8528 -0.6606 1.069 0.867 0.237
H 2.4533 2.3893 -0.7104 0.031 -0.253 -0.286
H 1.1574 3.3221 -1.4590 0.334 -0.219 -0.278
Sn -0.5593 -0.4363 0.5306 2.156 2.131 -1.858
C -2.1094 0.5553 -0.5696 0.581 0.393 -0.570
H -2.6304 1.2433 0.0981 0.158 -0.076 0.025
H -2.7910 -0.2258 -0.9151 0.159 -0.008 0.108
H -1.6936 1.1000 -1.4295 -0.201 -0.177 0.335
I 2.0996 -0.9265 1.1272 -1.242 0.453 -0.538
C -0.3489 -3.1035 -1.7535 0.395 -0.481 -1.060
C -0.9595 -3.3063 -0.4196 -0.720 -0.151 1.119
N -1.1459 -2.3502 0.4763 -0.235 -0.698 0.651
C -1.6874 -2.7027 1.7324 0.003 -2.679 -1.829
C -1.9683 -4.0508 1.7125 0.109 1.044 0.042
S -1.5468 -4.7958 0.1992 0.005 0.632 0.592
C -1.7200 -1.7028 2.7735 0.391 2.508 2.105
C -1.9606 -1.6763 4.1213 -0.150 -0.740 -0.480
S -1.5397 -0.1773 4.8942 0.109 -0.343 -1.333
C -1.0050 0.4756 3.3664 -0.665 -1.150 0.974
N -1.2332 -0.4229 2.4296 0.199 -0.283 -0.078
C -0.3283 1.7956 3.1392 -0.406 -0.032 0.610
H 0.2951 -3.9757 -2.0031 -0.399 0.539 0.152
H -1.1127 -3.0463 -2.5569 0.255 -0.048 0.521
H 0.2911 -2.2068 -1.8486 -0.335 -0.303 0.376
H -2.3934 -4.5807 2.5459 -0.055 -0.425 -0.093
H -2.3548 -2.5370 4.6407 0.015 0.246 0.473
H -0.3743 2.3935 4.0616 0.061 -0.144 -0.386
H 0.7214 1.6581 2.8696 -0.012 -0.144 0.052
H -0.8211 2.3582 2.3452 -0.078 -0.006 -0.015
```
Forces are in eV/Å.

## Properties
- ΔE to the lowest compared entry with this formula, charge and spin: 0.0 kcal per mole
- Net charge: +2
- HOMO energy: -16.05 eV

---

The following is a DFT calculation (ωB97M-V/def2-TZVPD) of the ion C11H17N2 with charge +1.

Geometry as XYZ:
```
30
Properties=species:S:1:pos:R:3:forces:R:3
C 1.3480 2.1171 -0.5265 1.909 -2.297 -0.058
C -0.0553 2.3022 -0.5473 -0.873 0.357 0.512
C -1.6133 -1.5111 0.8520 -0.413 0.520 -1.173
C -0.7982 1.5956 -1.3738 -1.037 0.764 -0.491
C 2.0967 1.0143 -0.4471 -0.240 -2.589 -0.057
C 1.9591 -0.5695 -0.0292 -3.543 -0.151 -1.078
C 0.3459 -2.4256 1.1588 0.422 -1.989 0.513
C 0.5920 -1.3318 0.4672 0.674 4.388 -0.480
C -0.6128 3.3267 0.3499 -2.481 -0.042 0.424
C -3.0588 -1.3232 0.8144 -1.118 -1.622 4.092
C 2.4216 -1.5121 -1.1504 -0.069 -0.163 0.477
N -0.6682 -0.7298 0.3413 -0.160 1.108 -1.177
N -1.0305 -2.5659 1.3398 2.380 0.218 0.046
H 1.9035 2.9545 -0.8293 0.670 1.351 -0.244
H -0.3742 0.8760 -2.0122 0.453 -0.731 -0.901
H -1.7974 1.9442 -1.5550 -0.551 -0.344 -0.015
H 3.1340 1.0289 -0.8070 -0.264 0.556 0.492
H 2.5710 -0.5988 0.8022 1.472 -0.303 1.691
H 1.0524 -3.1438 1.4930 0.159 -0.559 0.292
H -0.9016 2.7861 1.2722 0.569 0.521 0.045
H -1.5984 3.7618 0.0328 0.925 -0.432 -0.174
H 0.0481 4.1360 0.5342 0.686 0.564 0.455
H -3.3254 -0.6018 0.1450 -0.838 1.881 -1.844
H -3.3429 -0.9336 1.8987 0.225 -0.763 -2.182
H -3.6447 -2.2837 0.6363 0.934 1.252 0.184
H 3.0829 -2.3362 -0.8207 -0.772 0.229 0.031
H 3.0005 -0.9515 -1.8124 1.154 0.868 -1.299
H 1.5532 -1.8457 -1.7288 0.331 -0.276 0.180
H -0.8258 0.1756 -0.2248 0.142 -1.263 1.087
H -1.4615 -3.3546 1.7268 -0.746 -1.052 0.655
```
Forces are in eV/Å.

## Properties
- ΔE to the lowest compared entry with this formula, charge and spin: 57.3 kcal per mole
- Net charge: +1
- HOMO energy: -12.62 eV

---

The following is a DFT calculation (ωB97M-V/def2-TZVPD) of the ion C11H17N2O2 with charge +1.

Geometry as XYZ:
```
32
Properties=species:S:1:pos:R:3:forces:R:3
C -0.8799 1.0424 3.0065 1.949 1.323 -5.022
C 3.0112 -0.5061 -0.5895 -0.996 1.636 -2.327
C 2.6140 -0.4768 -2.0835 -0.292 -0.768 1.065
C 0.8457 2.0829 -0.1464 2.163 1.104 -2.247
C -1.8700 -1.4922 -1.7454 -0.262 -2.005 -1.276
C 0.6371 -1.6119 -0.8781 2.062 -1.533 0.688
C 0.7323 1.9645 1.3389 0.097 -0.924 -0.927
C -1.9771 -1.2663 -0.2695 1.970 -2.612 -0.486
C 1.5376 -0.3679 -1.0188 2.889 -2.499 0.917
C 0.7237 0.7717 -0.9870 -1.186 2.493 1.766
C -0.6712 -0.9792 -1.0408 -2.912 0.609 -0.059
N -2.1340 0.8225 3.1921 -3.646 0.467 0.563
N -0.4922 1.5350 1.7811 -0.907 0.068 1.885
O -0.5142 0.3928 -1.2703 -0.713 1.221 -0.013
O -2.7967 -0.2780 0.1962 0.350 0.595 0.931
H -0.1192 0.6117 3.5863 0.708 -0.289 1.083
H 3.3793 -1.4400 -0.2430 0.022 -0.496 0.538
H 3.5306 0.4079 -0.3127 -0.068 -0.315 0.369
H 2.7695 0.4175 -2.6573 0.358 -0.003 -0.254
H 2.5288 -1.4513 -2.5685 0.537 0.568 -0.299
H 0.1135 2.8484 -0.5685 0.925 -0.943 0.408
H 1.9346 2.3795 -0.4902 -2.111 0.171 1.241
H -1.8007 -2.5563 -2.0823 -0.196 0.984 0.325
H -2.4301 -0.8759 -2.4713 0.549 -0.032 0.708
H 0.9127 -2.2725 -1.7691 -0.675 0.332 1.570
H 0.8256 -2.1570 0.1643 -0.601 0.989 -2.307
H 1.5845 1.8478 1.9967 -0.112 -0.081 -0.022
H -1.7679 -2.2371 0.2930 -1.075 1.439 -0.067
H -2.3461 0.2279 3.9654 -0.580 -0.098 0.365
H -2.9544 1.3084 2.7099 1.967 -1.095 0.813
H -1.2639 1.7409 1.1310 0.294 -0.331 0.243
H -3.6631 -0.4331 -0.1694 -0.508 0.026 -0.173
```
Forces are in eV/Å.

## Properties
- ΔE to the lowest compared entry with this formula, charge and spin: 109.6 kcal per mole
- Net charge: +1
- HOMO energy (spin up / spin down): -9.69 / -10.84 eV

---

The following is a DFT calculation (ωB97M-V/def2-TZVPD) of the ion C11H17N2S with charge +1.

Geometry as XYZ:
```
31
Properties=species:S:1:pos:R:3:forces:R:3
C 3.5735 -0.2307 -1.3351 0.476 0.608 2.393
C 2.2775 -0.5474 -0.9487 -1.590 -0.519 1.822
C 4.4064 0.4660 -0.4283 0.215 0.513 0.297
C 2.8012 0.8377 1.0408 -3.097 -1.465 -0.626
C 1.8644 -0.0099 0.3160 2.520 0.173 -0.739
C -1.7697 -0.4197 0.5595 -1.839 -1.027 0.601
C 0.5758 -0.1555 0.8827 -1.644 2.568 -2.801
C -2.0175 0.9366 -0.1053 0.433 0.264 -0.143
C -2.2415 0.7798 -1.6231 -2.521 0.147 0.843
C -3.1197 1.6127 0.6802 -1.957 -4.584 0.735
C -0.3017 -2.4010 0.4985 -0.901 -0.972 -2.350
N 4.0131 1.0497 0.7299 1.818 -0.562 -1.812
N -0.4331 -1.0153 0.2245 -1.148 2.875 2.782
S -0.4784 1.9047 0.0583 1.273 -2.345 1.463
H 4.1138 -0.5967 -2.1367 0.314 -0.879 -1.879
H 1.5304 -1.3131 -1.3903 1.825 1.478 -0.081
H 5.4873 0.6143 -0.5458 -0.520 -0.354 -0.774
H 2.4587 1.3850 1.8659 -0.780 0.487 1.386
H -1.7907 -0.4199 1.6529 -0.129 0.468 -0.075
H -2.6105 -1.1130 0.2603 1.086 0.361 0.061
H 0.3737 -0.0836 1.8996 -0.032 0.133 1.720
H -3.3589 0.7100 -1.8478 1.321 -0.549 0.336
H -1.7187 -0.1339 -1.9368 -0.048 0.677 -0.782
H -2.0043 1.7376 -2.0747 0.720 -0.405 -0.548
H -3.4553 2.5181 0.4309 -0.466 3.847 -1.559
H -2.8688 1.6372 1.7072 0.479 0.172 1.137
H -4.1396 1.0387 0.6711 1.822 0.339 -0.237
H -0.9173 -2.9733 -0.2596 0.526 0.378 1.405
H 0.7151 -2.5671 0.3481 1.719 -1.126 -0.056
H -0.5477 -2.4231 1.4967 -0.763 -1.389 2.279
H -0.4176 -0.8250 -0.6911 0.892 0.688 -4.797
```
Forces are in eV/Å.

## Properties
- ΔE to the lowest compared entry with this formula, charge and spin: 55.0 kcal per mole
- Net charge: +1
- HOMO energy: -12.17 eV

---

Here are the calculated M numbers, same order: 260.7; 212.8; 469.4; 196.3; 487.0; 177.3; 209.3; 209.3 (g/mol).